The following is a quantum chemistry calculation of a cluster of 2 separate species, C3H9NO3S in total in a non-equilibrium geometry, from OMol25.

```
17
C3H9NO3S | OMol25 | wB97M-V/def2-TZVPD
O 1.8500 -1.4541 -0.3291
C 1.1198 -0.5226 -0.5564
O 1.0825 0.2122 -1.7069
C 0.1355 0.1504 0.4467
C 0.3329 -0.4510 1.8807
S -1.2590 -0.8900 2.5746
N 0.3908 1.6601 0.4748
H 1.5357 -0.0886 -2.5605
H -0.8095 -0.0277 0.1282
H 0.7608 0.3276 2.4385
H 1.1136 -1.2578 1.9464
H -1.9555 0.1968 2.6347
H 1.3208 2.0630 0.4400
H -0.0267 2.0669 -0.3710
H -1.9610 0.1126 -2.6977
H -1.5225 -1.4114 -2.6409
O -2.1080 -0.6866 -2.1020
```

Values from the calculation:
Frontier orbital gap (spin up / spin down) (eV): 11.03 / 4.73
⟨S²⟩: 0.754
E_HOMO (spin up / spin down) (eV): -14.208 / -13.739
Spin multiplicity: 2
Total charge: +1
Strongest force on any atom (eV Å⁻¹): 5.2
LUMO (spin up / spin down) (eV): -3.18 / -9.01

***

The following is a quantum chemistry calculation of the ion C4H2BrF2O2 with charge -1 in a non-equilibrium geometry, from OMol25.

```
11
C4H2BrF2O2 | OMol25 | wB97M-V/def2-TZVPD
O 0.0478 1.7953 0.9790
C -0.0293 0.6436 1.5340
O 0.0411 0.3270 2.7115
C -0.2095 -0.3085 0.3374
Br -1.4384 -2.2739 0.6872
C -0.5038 0.3000 -0.9624
C 0.7846 -0.4380 -0.7477
F 1.9243 0.2339 -0.6398
F 1.0800 -1.5587 -1.4249
H -1.1241 -0.2021 -1.5994
H -0.5726 1.4816 -0.8750
```

Values from the calculation:
SMILES: O=C([O-])[C@@]1(Br)CC1(F)F
Frontier orbital gap (eV): 8.17
E_HOMO (eV): -5.135
Total charge: -1
Strongest force on any atom (eV Å⁻¹): 3.3
LUMO (eV): 3.04

***

The following is a quantum chemistry calculation of the ion C2H7N4O with charge +1 in a non-equilibrium geometry, from OMol25.

```
14
C2H7N4O | OMol25 | wB97M-V/def2-TZVPD
C 0.5428 0.8452 -1.1466
C 1.4337 0.6976 0.0663
N 0.9239 1.5072 -2.1672
N -0.4109 -0.0681 -1.2183
N -1.3902 -0.8892 1.4767
N -0.2363 -0.7691 0.8718
O 0.5178 0.3227 1.1825
H 2.0005 -0.1451 -0.1008
H 1.8637 1.6169 0.3664
H 0.3324 1.4854 -3.0673
H -1.2469 0.0643 -1.7397
H -1.8180 -1.6990 1.0663
H -2.0558 -0.0158 1.3451
H 0.2114 -1.6534 0.6933
```

Values from the calculation:
Frontier orbital gap (spin up / spin down) (eV): 7.57 / 8.81
E_HOMO (spin up / spin down) (eV): -13.778 / -14.672
Total charge: +1
Strongest force on any atom (eV Å⁻¹): 3.6
LUMO (spin up / spin down) (eV): -6.21 / -5.86

***

So what do the calculations give for energy above the lowest of the compared OMol25 structures with the same formula, charge and spin? Going down the list: 164.0 0.0 700.9 kJ/mol.